[1]
{"formula": "C24H23Cl5CoN2O3", "method": "ωB97M-V with the def2-TZVPD basis set", "multiplicity": 5, "largest_force_ha_per_bohr": 0.014, "total_charge": 1, "homo_ha": [-0.4046, -0.4299], "symbols": ["Co", "Cl", "C", "C", "C", "Cl", "C", "Cl", "C", "Cl", "C", "Cl", "O", "C", "C", "O", "O", "C", "C", "C", "C", "C", "C", "C", "C", "C", "C", "C", "C", "H", "H", "H", "H", "H", "H", "H", "H", "H", "H", "H", "C", "C", "C", "C", "N", "N", "H", "H", "H", "H", "H", "H", "H", "H", "H", "H", "H", "H"], "xyz": [[-0.233, -0.823, 1.447], [-0.339, -1.090, 4.031], [-1.266, -2.421, 3.344], [-1.312, -2.435, 1.959], [-2.057, -3.463, 1.406], [-2.213, -3.548, -0.327], [-2.703, -4.429, 2.175], [-3.609, -5.681, 1.437], [-2.610, -4.366, 3.571], [-3.392, -5.540, 4.537], [-1.882, -3.341, 4.177], [-1.756, -3.227, 5.879], [-0.780, -0.817, -0.831], [-1.215, 0.299, -1.492], [-1.729, 1.571, 0.285], [-2.397, 2.436, -0.110], [-1.127, 1.015, 1.163], [-2.417, 0.095, -2.342], [-3.374, 1.075, -2.607], [-4.427, 0.807, -3.465], [-4.541, -0.430, -4.083], [-3.583, -1.405, -3.843], [-2.532, -1.147, -2.982], [-0.095, 1.145, -1.950], [-0.291, 2.471, -2.358], [0.771, 3.221, -2.828], [2.042, 2.666, -2.916], [2.243, 1.344, -2.541], [1.187, 0.590, -2.057], [-1.464, -1.519, -0.808], [-3.323, 2.040, -2.130], [-5.168, 1.574, -3.648], [-5.367, -0.630, -4.751], [-3.646, -2.365, -4.336], [-1.769, -1.904, -2.847], [-1.272, 2.916, -2.298], [0.606, 4.245, -3.134], [2.866, 3.255, -3.294], [3.221, 0.894, -2.649], [1.329, -0.457, -1.827], [3.259, 2.488, 2.727], [3.352, 1.155, 1.993], [4.057, 0.122, 2.866], [4.083, 1.334, 0.661], [1.939, 0.734, 1.799], [1.760, -0.485, 1.061], [4.257, 2.884, 2.911], [2.751, 2.364, 3.683], [2.712, 3.224, 2.133], [5.043, 0.488, 3.147], [4.216, -0.825, 2.344], [3.485, -0.064, 3.776], [5.099, 1.684, 0.841], [3.578, 2.071, 0.031], [4.169, 0.397, 0.104], [1.446, 1.459, 1.285], [2.269, -1.213, 1.559], [2.150, -0.436, 0.120]], "atomic_forces_ev_per_a": [[-0.082, 0.098, -0.041], [0.104, 0.082, -0.001], [-0.013, -0.057, -0.049], [-0.043, -0.046, 0.078], [-0.008, 0.002, 0.070], [-0.014, -0.023, -0.109], [0.033, 0.048, 0.044], [-0.007, -0.013, -0.015], [-0.010, -0.006, -0.059], [-0.001, -0.003, 0.010], [-0.016, -0.018, -0.036], [0.009, 0.009, 0.028], [0.032, -0.107, 0.168], [0.111, -0.135, -0.392], [-0.056, 0.332, 0.608], [-0.064, -0.032, -0.181], [0.055, -0.170, -0.240], [0.001, -0.010, -0.001], [0.060, -0.007, 0.009], [-0.030, -0.009, -0.014], [0.025, 0.019, 0.027], [-0.032, -0.012, -0.012], [0.007, 0.002, 0.058], [-0.040, 0.129, 0.045], [-0.010, -0.094, 0.021], [0.037, 0.000, 0.001], [-0.009, 0.007, -0.001], [-0.028, 0.007, -0.004], [-0.007, 0.004, 0.051], [-0.005, 0.025, -0.070], [0.005, 0.022, 0.010], [-0.002, -0.002, -0.002], [0.003, -0.003, -0.007], [-0.002, -0.001, 0.001], [-0.009, 0.002, -0.007], [-0.021, 0.016, -0.026], [-0.002, 0.000, -0.001], [0.001, -0.001, -0.001], [-0.002, -0.003, 0.000], [-0.004, -0.015, -0.023], [-0.011, -0.006, -0.009], [0.014, 0.011, -0.048], [-0.038, -0.013, -0.020], [0.003, 0.015, 0.057], [0.028, 0.037, 0.043], [0.028, -0.141, 0.060], [-0.003, 0.001, 0.001], [-0.003, 0.010, -0.001], [0.006, 0.004, 0.008], [0.001, 0.006, 0.001], [-0.003, -0.001, 0.006], [0.013, -0.001, 0.004], [-0.002, 0.002, -0.010], [-0.001, -0.009, 0.010], [-0.003, -0.009, 0.002], [0.020, -0.027, -0.029], [0.027, 0.069, -0.004], [-0.041, 0.017, -0.008]], "lowdin_spin": [2.7149, 0.0461, 0.0265, 0.0434, 0.0196, 0.0066, -0.0012, -0.0009, 0.0137, 0.0054, -0.0013, 0.0010, 0.1445, 0.3341, 0.0895, 0.1248, 0.0907, 0.0274, 0.0255, -0.0030, 0.0286, -0.0015, 0.0329, 0.0236, 0.0460, -0.0064, 0.0520, -0.0027, 0.0465, 0.0019, 0.0012, -0.0007, 0.0015, -0.0001, 0.0011, 0.0026, -0.0015, 0.0028, -0.0007, 0.0025, 0.0003, 0.0040, 0.0002, 0.0006, 0.0142, 0.0362, 0.0001, 0.0001, 0.0000, 0.0000, 0.0001, 0.0000, 0.0001, -0.0001, 0.0002, 0.0004, 0.0044, 0.0023]}



[2]
{"formula": "C24H23F12N6O2Sc", "method": "ωB97M-V with the def2-TZVPD basis set", "largest_force_ha_per_bohr": 0.048, "homo_ha": -0.2348, "symbols": ["Sc", "C", "C", "C", "C", "C", "N", "C", "C", "C", "C", "C", "C", "C", "C", "O", "C", "F", "F", "F", "C", "F", "F", "F", "C", "C", "C", "O", "C", "F", "F", "F", "C", "F", "F", "F", "H", "H", "H", "H", "H", "H", "H", "H", "H", "H", "H", "H", "C", "N", "C", "C", "N", "N", "C", "N", "N", "H", "H", "H", "H", "H", "H", "H", "H", "H", "H", "H"], "xyz": [[1.078, 0.629, 0.465], [-3.924, -2.823, 4.490], [-3.088, -2.024, 3.535], [-3.641, -0.893, 2.905], [-2.932, -0.238, 1.982], [-1.628, -0.621, 1.612], [-0.944, 0.059, 0.566], [-1.721, 0.495, -0.472], [-2.623, -0.428, -1.090], [-3.572, 0.008, -1.963], [-3.702, 1.378, -2.326], [-4.833, 1.784, -3.219], [-2.738, 2.218, -1.896], [-1.672, 1.799, -1.047], [-0.632, 2.827, -0.567], [0.420, 2.350, 0.183], [-1.348, 3.878, 0.297], [-0.525, 4.762, 0.819], [-1.908, 3.258, 1.374], [-2.315, 4.505, -0.356], [0.020, 3.489, -1.810], [0.961, 4.350, -1.401], [0.661, 2.605, -2.541], [-0.813, 4.207, -2.606], [-0.977, -1.660, 2.329], [-1.767, -2.358, 3.234], [0.508, -1.950, 2.130], [1.291, -0.938, 1.644], [0.551, -3.170, 1.159], [0.104, -2.842, -0.067], [-0.178, -4.223, 1.602], [1.825, -3.616, 0.945], [1.225, -2.357, 3.439], [2.522, -2.330, 3.286], [0.916, -1.457, 4.387], [0.948, -3.540, 3.944], [-4.752, -3.321, 3.941], [-4.380, -2.184, 5.255], [-3.350, -3.616, 4.970], [-4.636, -0.582, 3.163], [-3.276, 0.674, 1.522], [-2.606, -1.457, -0.802], [-4.264, -0.725, -2.377], [-4.908, 2.901, -3.236], [-5.753, 1.390, -2.827], [-4.690, 1.392, -4.236], [-2.797, 3.255, -2.138], [-1.309, -3.187, 3.724], [5.912, 1.549, -0.464], [5.282, 0.455, -1.178], [6.075, -0.361, -2.092], [3.941, 0.281, -1.031], [3.245, 0.805, -0.088], [3.333, -0.558, -1.959], [1.991, -0.866, -2.159], [1.840, -1.792, -3.115], [1.040, -0.249, -1.535], [6.704, 1.946, -1.085], [6.327, 1.238, 0.491], [5.231, 2.406, -0.318], [5.733, -0.230, -3.122], [6.091, -1.387, -1.766], [7.087, -0.011, -2.102], [3.875, 1.255, 0.573], [3.878, -0.952, -2.725], [2.559, -2.484, -3.133], [0.897, -2.068, -3.326], [0.133, -0.651, -1.790]], "atomic_forces_ev_per_a": [[-0.224, -1.735, 0.692], [-0.478, -0.405, -0.267], [0.249, 0.205, -0.339], [-0.249, -1.660, 1.354], [1.499, 1.148, -1.487], [1.610, -0.304, -0.646], [-0.112, -0.262, 0.994], [-0.659, 0.685, -1.135], [0.157, 1.070, 0.186], [-0.501, 0.387, -0.544], [-0.379, -1.939, -0.251], [0.427, 1.123, -0.140], [1.481, 0.050, 0.919], [-0.540, -0.751, 0.670], [-0.236, -0.050, -0.146], [-0.799, 1.502, -0.706], [-0.178, -1.054, 0.982], [0.565, 0.900, -0.042], [-0.099, -0.027, -0.528], [-0.409, 0.623, -0.071], [-0.024, 1.263, 0.697], [0.243, 0.537, 0.111], [0.012, -0.914, -0.831], [0.239, -0.508, 0.159], [-0.988, 1.494, -0.305], [-0.402, 0.210, 0.333], [0.049, -0.710, -0.496], [-0.425, -0.076, -0.018], [0.792, -0.359, -0.137], [-0.316, 0.031, 0.082], [0.447, 0.520, -0.398], [-0.507, 0.020, 0.294], [-0.783, 0.963, 0.258], [1.593, 0.085, -0.236], [-0.051, 0.366, 0.288], [-0.667, -1.394, 0.297], [0.361, 0.263, 0.331], [0.105, -0.142, -0.050], [0.018, 0.113, 0.080], [-0.338, 0.171, 0.119], [-0.383, 0.064, -0.158], [0.107, -0.474, 0.316], [-0.010, 0.167, 0.009], [-0.023, -0.920, -0.224], [-0.570, -0.142, 0.061], [-0.103, 0.249, 0.184], [-0.025, 0.399, -0.362], [0.005, -0.500, 0.471], [-0.021, 0.478, -0.094], [-0.363, 0.104, -0.305], [-0.549, 0.633, -0.061], [-0.095, -0.659, -0.250], [0.409, 0.277, 0.329], [0.463, -0.553, -0.783], [-0.432, 1.806, 1.617], [-0.239, -0.235, -0.601], [0.555, -1.043, -0.939], [0.332, -0.041, -0.059], [0.034, 0.008, 0.177], [0.085, -0.529, -0.027], [-0.063, -0.317, -0.015], [-0.100, -0.519, -0.130], [0.555, 0.268, 0.237], [-0.342, 0.050, -0.051], [0.166, 0.597, 0.657], [-0.017, -0.609, -0.287], [0.034, -0.280, -0.015], [0.110, 0.283, 0.227]], "mulliken_charge": [0.2629, -1.7060, 0.5702, -0.8002, -0.4327, 0.2421, 1.2556, -0.6373, -0.0648, -0.9371, 0.3447, -1.6099, -1.0533, -0.1070, 1.7467, -0.9407, 0.5069, -0.2663, -0.2295, -0.2612, 0.2848, -0.2898, -0.1963, -0.2833, -0.7185, -0.8981, 1.7850, -0.9842, 0.4394, -0.1769, -0.2784, -0.3017, 0.4242, -0.2642, -0.2827, -0.2694, 0.3028, 0.3577, 0.3467, 0.4434, 0.5317, 0.6801, 0.3572, 0.3525, 0.3983, 0.2998, 0.3982, 0.4410, -1.2924, 0.2238, -1.0290, 0.4886, -0.1975, -0.0350, 0.5611, -0.5180, 0.2724, 0.3837, 0.3299, 0.4516, 0.3857, 0.3606, 0.3224, 0.0476, 0.2340, 0.1740, 0.2441, -0.1900]}